1.
Molecular formula: C32H37N5O5RuSSi
Method: DFT, the ωB97M-V functional and the def2-TZVPD basis

## Properties
HOMO (alpha / beta), eV: -4.62 / -4.96
HOMO-LUMO gap (alpha / beta), eV: 6.74 / 7.27
Multiplicity: 2
Lowest unoccupied orbital energy (alpha / beta), eV: 2.12 / 2.31
Energy relative to the best compared isomer or geometry (same formula, charge and spin), eV: 2.186
Net charge: -1

```
82
Properties=species:S:1:pos:R:3:forces:R:3:lowdin_spin:R:1
Ru -0.712 0.044 0.629 0.70 1.48 0.01 0.896
N -2.831 1.194 2.158 0.30 -0.54 -0.35 0.008
C -3.056 2.516 1.826 -0.05 0.71 -0.20 0.001
C -3.289 3.468 2.818 0.06 -0.14 -0.01 -0.001
C -3.475 4.799 2.497 -0.05 0.11 -0.04 0.000
C -3.431 5.203 1.173 -0.03 0.16 0.02 -0.001
C -3.211 4.263 0.180 -0.03 0.07 0.15 0.000
C -3.024 2.921 0.481 0.06 -0.18 0.20 -0.001
C -2.838 1.962 -0.631 0.12 -0.06 -0.25 -0.001
C -3.836 1.941 -1.607 0.01 0.00 -0.07 -0.001
C -3.724 1.152 -2.737 -0.11 -0.01 -0.21 0.002
C -2.575 0.403 -2.935 0.04 0.05 -0.05 0.000
C -1.589 0.399 -1.963 -0.11 0.31 -0.65 -0.001
C -1.712 1.135 -0.781 0.40 -1.11 0.17 -0.022
H -3.029 0.964 3.121 0.06 -0.12 -0.07 0.000
H -3.177 0.505 1.495 -0.17 0.01 0.10 0.000
H -3.334 3.147 3.849 -0.01 -0.03 0.13 0.000
H -3.677 5.522 3.275 0.05 0.01 0.08 0.000
H -3.572 6.242 0.912 -0.01 0.08 0.00 0.000
H -3.173 4.581 -0.853 0.02 -0.08 -0.08 0.000
H -4.735 2.523 -1.447 -0.01 0.11 -0.03 0.000
H -4.524 1.126 -3.465 -0.06 0.02 -0.01 0.000
H -2.453 -0.194 -3.831 -0.04 -0.03 -0.04 0.000
H -0.697 -0.195 -2.149 -0.17 0.01 0.17 -0.001
C 1.209 -5.482 -1.148 -0.09 0.21 -0.20 0.002
C 0.564 -4.494 -2.120 -0.33 -0.47 0.27 0.004
N 1.381 -3.345 -2.415 0.14 0.90 0.10 0.008
C 2.364 -3.438 -3.471 0.32 0.05 -0.34 0.001
C 3.785 -3.635 -2.944 -0.23 0.01 -0.10 0.000
C 1.304 -2.182 -1.697 -1.44 -1.12 1.65 0.014
S 0.327 -2.246 -0.237 0.39 0.10 -0.60 0.093
N 2.011 -1.181 -2.128 1.07 1.15 -1.12 0.000
C 2.024 0.085 -1.661 -2.45 -1.51 2.23 0.001
O 1.313 0.528 -0.704 0.66 0.16 -0.95 0.006
C 2.916 0.984 -2.375 1.17 1.51 -0.73 0.000
C 2.927 2.353 -2.047 -0.30 -0.87 0.10 0.000
C 3.723 3.237 -2.738 0.35 0.34 -0.31 0.000
C 4.534 2.793 -3.777 -0.17 -0.20 0.13 0.000
C 4.541 1.441 -4.103 0.32 0.38 -0.22 0.000
C 3.756 0.546 -3.411 -0.59 -0.10 0.60 0.000
H 0.506 -6.283 -0.929 -0.04 -0.14 0.06 0.000
H 1.456 -4.970 -0.223 0.02 0.04 0.14 0.002
H 2.115 -5.915 -1.564 0.11 -0.10 -0.05 0.000
H -0.376 -4.141 -1.686 0.15 -0.06 -0.17 0.002
H 0.340 -5.003 -3.065 0.02 0.12 0.05 0.000
H 2.329 -2.513 -4.057 -0.02 -0.24 0.00 0.000
H 2.085 -4.277 -4.114 -0.02 0.09 0.03 0.000
H 4.076 -2.771 -2.352 0.06 0.06 0.06 0.000
H 4.475 -3.743 -3.778 0.15 -0.01 -0.08 0.000
H 3.850 -4.523 -2.321 0.03 -0.08 0.05 0.000
H 2.282 2.680 -1.245 -0.06 0.06 0.05 0.000
H 3.712 4.290 -2.484 -0.02 0.00 0.05 0.000
H 5.152 3.490 -4.328 0.00 0.02 0.00 0.000
H 5.164 1.091 -4.916 0.05 -0.03 0.00 0.000
H 3.764 -0.504 -3.656 -0.04 -0.10 -0.05 0.000
O -3.303 -4.236 3.938 0.00 0.20 -0.27 0.000
C -2.055 -4.066 4.323 -0.16 -0.40 0.39 0.000
O -1.566 -4.714 5.229 -0.02 0.16 -0.23 0.000
C -1.256 -3.025 3.636 0.07 0.59 -0.50 -0.001
C 0.031 -2.683 4.002 -0.17 -0.04 -0.01 -0.004
N 0.425 -1.658 3.231 -0.72 -0.08 -0.26 0.000
N -0.534 -1.302 2.363 -0.44 -0.84 0.11 0.008
C -1.578 -2.134 2.569 1.85 0.22 1.00 -0.006
C -2.771 -2.009 1.711 -1.30 0.39 -0.97 0.000
O -3.810 -2.646 2.005 0.65 -0.05 0.16 -0.002
O -2.684 -1.212 0.725 0.37 -0.01 0.75 0.030
H -3.571 -3.612 3.159 0.20 -0.13 0.22 0.000
H 0.653 -3.111 4.760 0.13 -0.07 0.17 0.000
H 1.311 -1.171 3.218 -0.14 -0.02 -0.08 0.000
C 2.406 1.166 2.041 -0.81 0.04 -0.23 -0.005
Si 0.541 1.725 1.832 0.20 0.02 0.99 -0.018
C -0.097 1.855 3.675 0.20 -0.12 -0.85 -0.008
C 0.564 3.594 1.307 -0.15 -1.05 -0.08 -0.003
H 2.770 1.267 3.062 -0.07 0.14 0.22 -0.001
H 3.050 1.758 1.398 0.11 0.09 -0.17 0.000
H 2.536 0.129 1.736 0.01 -0.16 -0.13 0.000
H 0.704 2.133 4.351 0.31 0.11 0.14 -0.001
H -0.532 0.929 4.033 -0.08 -0.26 0.06 0.000
H -0.856 2.625 3.735 -0.23 0.19 0.01 0.000
H 1.366 4.122 1.816 0.23 -0.01 0.18 -0.001
H -0.375 4.062 1.586 -0.24 0.05 0.02 0.000
H 0.695 3.719 0.238 0.02 0.02 -0.25 0.000
```
Forces are in eV/Å.

2.
Molecular formula: C32H38Br3N2O7PRuSSi
Method: DFT, the ωB97M-V functional and the def2-TZVPD basis

## Properties
HOMO (alpha / beta), eV: -7.90 / -7.86
HOMO-LUMO gap (alpha / beta), eV: 7.47 / 5.90
Multiplicity: 5
Lowest unoccupied orbital energy (alpha / beta), eV: -0.42 / -1.96
Energy relative to the best compared isomer or geometry (same formula, charge and spin), eV: 0.373
Net charge: 0

```
86
Properties=species:S:1:pos:R:3:forces:R:3:lowdin_spin:R:1
Ru 0.465 -0.353 0.107 0.36 -0.76 -0.39 2.820
Br 2.024 -0.688 -4.639 -0.01 -0.06 -0.02 0.004
C 1.244 -2.095 -3.655 0.08 0.05 -0.36 0.019
C 0.978 -3.323 -4.288 0.05 0.08 -0.07 -0.002
C 0.406 -4.348 -3.598 -0.03 -0.03 -0.04 0.018
Br 0.025 -5.966 -4.510 0.02 0.02 0.05 0.004
C 0.088 -4.205 -2.228 -0.01 -0.04 0.16 0.002
C -0.482 -5.201 -1.403 -0.01 0.00 -0.07 0.001
C -0.726 -4.933 -0.088 0.00 -0.06 0.00 0.002
C -0.402 -3.667 0.432 -0.01 0.02 -0.01 0.013
N 0.127 -2.725 -0.305 -0.02 0.00 0.03 0.113
C 0.369 -2.965 -1.621 -0.04 -0.14 0.28 0.009
C 0.925 -1.882 -2.343 0.13 0.39 0.44 -0.001
O 1.113 -0.726 -1.729 -0.40 -0.19 -0.05 0.070
H 1.221 -3.442 -5.334 0.01 0.03 0.00 -0.001
H -0.722 -6.166 -1.827 0.01 0.00 0.00 0.000
H -1.161 -5.681 0.562 0.01 0.03 0.00 0.001
H -0.581 -3.426 1.473 -0.02 -0.01 -0.05 0.001
C 1.158 -1.541 5.997 0.06 -0.14 -0.08 0.017
Si 0.274 0.090 5.921 -0.02 0.03 -0.15 0.003
C -1.353 -0.005 6.821 -0.14 -0.03 0.14 0.000
C 1.355 1.408 6.673 0.12 0.15 0.10 0.000
C -0.140 0.694 4.169 -0.04 0.11 0.03 0.003
C -0.751 1.937 4.068 0.04 -0.05 0.07 0.012
C -1.111 2.500 2.841 -0.03 0.06 0.10 -0.001
C -0.814 1.804 1.703 0.09 -0.23 0.01 0.008
N -0.209 0.602 1.776 -0.24 0.72 0.23 0.010
C 0.097 0.033 2.951 -0.02 -0.17 -0.01 0.044
S 0.762 -1.537 2.694 -0.01 0.18 -0.10 0.433
H 1.398 -1.762 7.042 -0.02 0.01 -0.04 0.001
H 2.090 -1.512 5.429 -0.04 -0.04 0.05 0.003
H 0.549 -2.359 5.606 0.06 0.04 0.03 0.006
H -1.201 -0.249 7.877 -0.03 0.01 -0.06 0.000
H -1.992 -0.777 6.383 0.01 0.04 0.03 0.000
H -1.890 0.945 6.770 -0.01 -0.05 0.02 0.000
H 1.706 1.095 7.662 -0.03 0.04 -0.06 0.000
H 0.826 2.359 6.794 0.05 -0.06 -0.02 0.000
H 2.232 1.588 6.045 -0.04 0.00 0.06 0.000
H -0.962 2.497 4.975 -0.01 -0.02 -0.04 0.001
H -1.605 3.459 2.775 0.01 0.00 0.02 0.000
H -1.052 2.166 0.713 0.03 -0.03 -0.06 0.001
Br 7.759 -2.234 -1.087 0.00 -0.01 0.00 0.000
C 6.502 -0.817 -1.134 0.01 -0.02 0.01 0.000
C 6.818 0.346 -1.819 -0.03 0.04 -0.01 0.001
C 5.898 1.385 -1.849 0.01 0.00 0.00 0.000
C 4.680 1.259 -1.199 0.05 0.08 0.00 0.002
C 4.379 0.083 -0.526 -0.06 0.27 0.07 0.002
C 5.288 -0.969 -0.492 -0.04 0.00 0.01 0.002
C 3.037 -0.093 0.088 0.10 -0.34 0.11 0.017
O 2.647 -1.232 0.403 0.10 -0.02 -0.06 0.101
O 2.230 0.901 0.211 -0.36 -0.31 -0.20 0.084
H 7.769 0.433 -2.328 -0.01 0.00 0.02 0.000
H 6.137 2.294 -2.387 0.00 -0.03 0.01 0.000
H 3.950 2.058 -1.215 0.02 -0.03 -0.01 0.000
H 5.031 -1.883 0.023 0.00 0.01 -0.01 0.001
C -4.568 -0.818 -1.312 0.07 -0.01 0.03 0.000
C -4.453 0.664 -1.651 0.00 -0.13 -0.16 0.000
C -4.786 0.919 -3.113 0.07 -0.01 -0.07 0.000
C -5.316 1.499 -0.725 -0.05 0.06 0.06 0.000
O -3.095 1.148 -1.420 -0.04 -0.09 0.22 0.004
P -1.790 0.276 -1.677 0.01 0.40 0.14 0.011
O -1.798 -0.461 -2.942 -0.04 -0.20 -0.16 0.006
O -1.505 -0.541 -0.376 0.59 0.33 -0.21 0.109
O -0.659 1.407 -1.514 -0.20 0.13 0.05 0.039
C -0.385 2.541 -2.407 0.01 -0.11 -0.05 0.002
C 1.121 2.713 -2.352 0.09 -0.06 -0.03 0.000
C -0.847 2.246 -3.826 0.01 -0.04 -0.01 0.001
C -1.102 3.750 -1.831 -0.03 0.01 0.05 0.000
H -5.600 -1.138 -1.459 -0.01 -0.01 0.02 0.000
H -4.287 -0.998 -0.273 -0.02 0.01 -0.02 0.000
H -3.923 -1.419 -1.958 -0.08 0.05 0.02 0.000
H -5.810 0.609 -3.329 0.02 0.02 0.01 0.000
H -4.101 0.356 -3.750 -0.05 0.03 0.03 0.000
H -4.686 1.982 -3.341 -0.02 -0.02 0.01 0.000
H -6.369 1.253 -0.873 0.03 0.01 0.01 0.000
H -5.172 2.562 -0.929 -0.02 -0.04 0.00 0.000
H -5.051 1.303 0.316 -0.02 0.02 -0.03 0.000
H 1.611 1.819 -2.744 -0.01 0.04 0.02 0.000
H 1.452 2.863 -1.323 -0.01 0.01 -0.03 0.000
H 1.412 3.577 -2.952 0.01 -0.02 0.01 0.000
H -0.405 1.321 -4.195 -0.01 0.06 0.02 0.000
H -0.532 3.073 -4.465 -0.02 0.01 -0.02 0.000
H -1.933 2.153 -3.885 0.04 0.01 0.01 0.000
H -0.740 3.968 -0.824 0.00 0.00 -0.03 0.000
H -2.178 3.574 -1.791 0.01 0.01 0.00 0.000
H -0.909 4.623 -2.458 -0.02 -0.01 0.02 0.000
```
Forces are in eV/Å.

3.
Molecular formula: C32H38N3O3P2PbSeSi
Method: DFT, the ωB97M-V functional and the def2-TZVPD basis

## Properties
HOMO, eV: -4.23
HOMO-LUMO gap, eV: 6.44
Multiplicity: 1
Lowest unoccupied orbital energy, eV: 2.21
Energy relative to the best compared isomer or geometry (same formula, charge and spin), eV: 0.920
Net charge: -1

```
81
Properties=species:S:1:pos:R:3:forces:R:3:mulliken_charge:R:1
Pb 1.579 -0.084 1.336 0.13 0.78 -0.39 1.315
N 2.669 -2.055 0.111 0.07 -0.34 0.00 -0.373
C 3.773 -2.456 0.984 0.47 -0.13 0.05 -0.671
C 4.587 -1.233 1.471 -0.50 -0.53 -0.29 0.483
O 5.812 -1.314 1.540 0.46 -0.15 0.06 -0.764
N 3.813 -0.210 1.777 -0.24 0.35 0.01 -0.173
C 4.439 1.025 2.188 -0.02 0.29 -0.04 -0.558
C 3.680 2.253 1.632 0.43 -0.14 0.22 0.501
O 4.312 3.257 1.332 0.43 0.42 -0.12 -0.753
O 2.410 2.148 1.558 -0.64 -0.41 0.17 -0.590
H 3.023 -1.708 -0.775 -0.16 -0.05 0.01 0.130
H 2.027 -2.821 -0.057 0.04 0.06 -0.15 0.171
H 3.341 -2.929 1.868 0.03 -0.08 0.00 0.291
H 4.459 -3.160 0.495 -0.02 0.12 0.17 0.340
H 4.402 1.116 3.284 0.13 0.03 -0.04 0.157
H 5.485 1.057 1.874 -0.18 0.06 0.06 0.375
C -2.452 -0.677 -2.797 -0.15 0.01 -0.32 -0.822
N -1.338 -0.039 -2.113 0.49 -0.45 0.74 0.142
P 0.268 -0.684 -2.401 -0.04 0.61 -0.94 0.543
C 0.191 -0.722 -4.244 0.21 -0.22 0.26 -0.316
C 0.433 -1.929 -4.884 -0.02 0.03 0.13 -0.286
C 0.405 -2.009 -6.266 0.00 -0.02 -0.24 -0.614
C 0.129 -0.874 -7.011 0.05 -0.15 -0.09 -0.409
C -0.106 0.336 -6.376 -0.05 0.19 -0.03 -0.693
C -0.074 0.416 -4.997 0.00 -0.09 0.00 -0.070
C 1.257 0.848 -2.246 0.13 -0.30 0.19 0.202
C 2.618 0.677 -2.487 -0.13 -0.06 0.03 -0.713
C 3.502 1.722 -2.300 0.13 0.05 0.01 -0.663
C 3.033 2.945 -1.848 0.00 0.09 0.01 -0.384
C 1.679 3.123 -1.619 0.04 0.09 -0.01 -0.622
C 0.789 2.083 -1.824 -0.10 -0.05 -0.13 0.097
P -1.373 0.139 -0.382 -1.16 0.30 -0.12 0.284
C -2.934 1.114 -0.275 0.26 -0.13 0.13 0.202
C -2.789 2.490 -0.145 0.04 -0.10 0.04 -0.638
C -3.898 3.317 -0.159 -0.07 0.18 -0.02 -0.594
C -5.165 2.776 -0.295 0.01 0.08 0.00 -0.522
C -5.320 1.403 -0.397 -0.13 -0.06 0.00 -0.732
C -4.213 0.574 -0.380 -0.01 0.04 0.04 -0.347
C -1.966 -1.467 0.260 0.15 0.17 0.03 0.945
C -1.602 -2.675 -0.323 0.05 0.04 -0.11 -0.474
C -2.017 -3.871 0.234 0.01 -0.13 0.05 -0.876
C -2.772 -3.869 1.393 -0.01 -0.10 0.03 -0.607
C -3.080 -2.672 2.018 -0.09 -0.05 0.07 -0.671
C -2.676 -1.476 1.459 0.08 -0.03 -0.13 -0.814
H -2.253 -0.665 -3.871 -0.14 -0.04 0.06 0.433
H -3.359 -0.098 -2.610 0.07 -0.05 -0.06 0.285
H -2.634 -1.713 -2.486 0.00 0.06 -0.03 0.281
H 0.644 -2.806 -4.286 0.03 -0.08 0.00 0.359
H 0.606 -2.949 -6.761 -0.02 -0.04 -0.02 0.402
H 0.102 -0.930 -8.091 0.02 0.00 -0.06 0.373
H -0.301 1.224 -6.961 -0.04 0.03 -0.04 0.395
H -0.256 1.353 -4.490 0.01 0.12 0.02 0.380
H 2.969 -0.291 -2.828 0.14 -0.05 0.00 0.370
H 4.560 1.581 -2.474 0.05 -0.03 0.00 0.387
H 3.723 3.749 -1.647 0.07 0.04 0.07 0.302
H 1.315 4.070 -1.252 0.00 0.09 0.06 0.400
H -0.268 2.230 -1.651 0.03 0.01 -0.01 0.567
H -1.796 2.900 -0.012 0.04 0.10 -0.01 0.417
H -3.777 4.386 -0.062 0.03 0.11 0.03 0.427
H -6.032 3.420 -0.311 -0.07 0.06 0.01 0.378
H -6.308 0.977 -0.489 -0.09 -0.04 0.00 0.400
H -4.345 -0.497 -0.431 0.00 -0.06 -0.05 0.474
H -0.979 -2.682 -1.211 -0.11 -0.04 0.06 0.385
H -1.745 -4.808 -0.232 0.02 -0.06 -0.04 0.422
H -3.099 -4.804 1.820 -0.03 -0.11 0.10 0.375
H -3.630 -2.671 2.946 -0.05 0.00 0.12 0.415
H -2.899 -0.541 1.954 -0.06 0.04 0.06 0.541
C 0.025 1.844 4.221 0.08 -0.63 0.32 -0.879
Si 0.086 0.123 5.031 -0.07 -0.37 -0.12 0.605
C 1.353 0.070 6.460 -0.44 0.10 -0.52 -1.117
C -1.618 -0.321 5.790 0.63 0.21 -0.25 -1.126
Se 0.563 -1.509 3.500 -0.14 0.10 0.76 -0.672
H -0.040 2.631 4.966 -0.03 0.18 0.17 0.403
H -0.828 1.931 3.555 -0.22 -0.05 -0.10 0.152
H 0.915 2.017 3.621 0.23 0.09 -0.07 0.180
H 0.994 0.609 7.333 -0.10 0.18 0.17 0.339
H 2.299 0.506 6.155 0.20 0.07 -0.10 0.288
H 1.538 -0.959 6.752 0.00 -0.19 -0.01 0.297
H -1.751 0.163 6.751 -0.06 0.17 0.28 0.372
H -1.673 -1.395 5.939 0.02 -0.22 0.03 0.280
H -2.442 -0.031 5.147 -0.13 0.07 -0.21 0.278
```
Forces are in eV/Å.